Density functional theory data (wB97M-V/def2-TZVPD) for C13H9LiO3 as an isolated structure.

Structure (XYZ):
```
26
Properties=species:S:1:pos:R:3:forces:R:3:nbo_charge:R:1
C -1.5646 -0.7622 2.5945 -2.040 -0.255 0.206 -0.24
C -2.9195 -0.7789 2.6584 1.909 -0.021 -0.040 -0.25
C -3.4357 0.6058 2.6321 1.714 0.480 -0.166 0.75
O -4.5366 1.0253 2.6742 0.066 0.208 -0.001 -0.47
O -2.2616 1.4504 2.5311 0.053 -0.875 0.090 -0.52
C -1.1073 0.6296 2.5025 0.459 1.668 -0.475 0.76
O 0.0172 1.0732 2.3774 -2.042 -0.667 0.230 -0.53
H -0.8991 -1.5997 2.6017 0.236 -0.198 -0.030 0.25
H -3.5643 -1.6276 2.7188 -0.258 -0.313 0.025 0.25
C -0.1452 0.8210 -2.5902 0.095 -0.447 -1.381 -0.41
Li 1.1991 1.1258 -0.5538 -0.226 0.184 0.255 0.93
C -1.1489 0.4628 -1.6786 0.437 -1.556 -0.289 -0.25
C -0.6386 -0.5510 -0.8391 -0.338 -0.318 -0.142 -0.40
C 0.7304 -0.8264 -1.1838 -0.093 2.208 -0.355 -0.15
C 1.0745 0.0763 -2.3499 -1.335 0.141 2.460 -0.16
C 2.3928 0.5778 -2.4387 1.482 -0.576 -0.074 -0.26
C 3.3929 0.1522 -1.5311 -0.395 0.801 -1.557 -0.29
C 3.0701 -0.6754 -0.4517 -0.966 -1.106 0.784 -0.29
C 1.7485 -1.1160 -0.2563 1.368 -0.735 0.146 -0.25
H -0.3651 1.1528 -3.5982 0.031 0.937 0.267 0.22
H -2.2088 0.7293 -1.7330 0.538 0.143 0.029 0.22
H -1.2484 -1.1339 -0.1493 0.315 0.267 0.045 0.20
H 2.6433 1.3491 -3.1869 -0.170 -0.472 0.391 0.22
H 4.4337 0.4808 -1.6610 -0.608 0.021 0.084 0.22
H 3.8548 -0.9778 0.2532 -0.431 0.245 -0.226 0.22
H 1.4863 -1.6631 0.6577 0.201 0.237 -0.278 0.21
```
Positions in Å, forces in eV/Å.

Values from the calculation:
E_tot   -19973.108 eV
HOMO   -0.248 hartree
Orbital gap   0.1931 Eh